DFT (ωB97M-V/def2-TZVPD) results for a structure of composition C60H42F5IrP3SeSi at a distorted geometry.

Last column: Mulliken charge in e.
Atoms and positions in Å:
1 Ir -0.262 -0.206 -0.286  0.95
2 Se -0.606 -2.908 -0.046  -0.28
3 P -2.523 -0.075 0.133  2.24
4 P 2.211 -0.496 -0.036  1.45
5 P 0.022 2.047 -0.191  1.84
6 Si -0.024 -0.203 2.007  0.12
7 F 1.592 -7.423 1.173  -0.27
8 F -1.308 -4.650 -2.488  -0.30
9 F -0.726 -7.237 -2.905  -0.27
10 F 0.699 -8.611 -1.076  -0.26
11 F 1.016 -4.846 1.648  -0.12
12 C -3.883 -1.570 2.097  -1.05
13 C 5.451 1.872 -0.823  -0.88
14 C 1.639 -1.886 -2.341  -0.35
15 C 2.167 2.819 -1.896  -0.22
16 C -5.375 -1.940 -2.950  -0.83
17 C -2.203 5.336 0.596  -0.83
18 C -2.261 5.987 -0.629  -0.86
19 C -1.683 -0.715 2.674  1.23
20 C -1.031 4.195 -1.662  -0.83
21 C -3.693 2.280 -0.697  -0.18
22 C 1.569 3.600 1.553  -0.43
23 C 2.464 -3.073 3.766  -0.96
24 C 3.082 -3.333 -3.569  -0.85
25 C 3.925 -2.112 -1.667  -0.05
26 C 1.312 -1.438 2.406  1.24
27 C 1.115 1.392 -4.044  -0.73
28 C 0.575 -5.404 0.530  -0.04
29 C 4.130 -2.992 -2.717  -1.08
30 C 1.007 2.074 -1.727  -0.17
31 C 5.047 1.961 1.546  -0.70
32 C 1.291 1.759 3.623  -0.52
33 C 2.793 2.854 -3.135  -0.70
34 C -4.924 3.788 0.705  -0.82
35 C -3.075 -1.766 4.353  -1.08
36 C 5.784 2.350 0.436  -0.90
37 C 4.371 1.015 -0.977  -0.97
38 C -4.480 3.407 -0.558  -0.83
39 C -2.712 -0.909 1.741  -0.36
40 C -3.643 -0.825 -1.076  0.65
41 C -1.565 4.115 0.697  -0.62
42 C 0.877 -6.729 0.300  0.06
43 C 3.634 0.614 0.135  0.80
44 C -1.899 -1.125 3.992  -0.38
45 C 0.475 1.373 -2.815  -0.29
46 C 0.744 1.460 2.370  1.16
47 C 3.481 -3.156 2.824  -1.01
48 C 1.390 -2.221 3.560  -0.91
49 C 0.909 2.386 1.338  0.04
50 C -4.562 3.055 1.822  -0.84
51 C 2.115 3.866 2.795  -1.26
52 C 2.656 -1.574 -1.446  1.63
53 C -3.146 -1.609 -2.117  -0.03
54 C 1.965 2.950 3.833  -0.83
55 C -5.879 -1.152 -1.922  -0.87
56 C 2.278 2.137 -4.204  -0.97
57 C 0.424 -7.342 -0.862  0.73
58 C -3.351 1.515 0.423  0.63
59 C -1.681 5.418 -1.753  -0.87
60 C -0.608 -5.306 -1.569  -0.03
61 C -0.316 -6.631 -1.802  0.10
62 C -5.019 -0.587 -0.996  -0.48
63 C 3.973 1.098 1.398  -1.02
64 C 2.330 -1.547 1.453  0.23
65 C -3.772 1.916 1.686  -0.67
66 C -4.011 -2.166 -3.050  -0.98
67 C -0.954 3.549 -0.426  1.23
68 C 1.829 -2.766 -3.396  -0.84
69 C -4.053 -2.015 3.400  -0.97
70 C -0.180 -4.663 -0.395  0.01
71 C 3.418 -2.389 1.673  -0.56
72 H 2.644 4.795 2.961  0.49
73 H 6.036 2.160 -1.686  0.51
74 H -1.152 -0.940 4.754  0.51
75 H 0.700 -1.366 -2.182  -0.51
76 H -1.509 3.618 1.658  0.49
77 H -4.667 -1.733 1.368  0.57
78 H 4.117 0.644 -1.961  0.75
79 H 3.687 3.451 -3.264  0.47
80 H -3.384 1.964 -1.687  0.43
81 H 4.758 -1.844 -1.029  0.47
82 H 5.315 2.321 2.531  0.54
83 H 6.623 3.023 0.553  0.45
84 H -4.960 -2.538 3.676  0.46
85 H 3.255 -4.027 -4.381  0.48
86 H 4.319 -3.820 2.985  0.47
87 H 0.700 0.843 -4.878  0.56
88 H -6.049 -2.368 -3.679  0.43
89 H -2.654 5.783 1.472  0.54
90 H 1.021 -2.990 -4.079  0.59
91 H -0.575 3.773 -2.543  0.45
92 H -4.763 3.980 -1.431  0.52
93 H 4.220 -2.455 0.951  0.39
94 H 1.653 4.333 0.760  0.60
95 H 2.774 2.166 -5.165  0.42
96 H -2.761 6.944 -0.708  0.45
97 H 0.616 -2.172 4.313  0.28
98 H -3.223 -2.085 5.376  0.48
99 H -3.619 -2.773 -3.854  0.52
100 H -0.485 0.862 -2.726  0.52
101 H -5.554 4.661 0.814  0.45
102 H 2.586 3.376 -1.069  0.29
103 H 1.187 1.059 4.445  0.39
104 H 2.509 -3.676 4.663  0.45
105 H 2.370 3.175 4.812  0.47
106 H -1.721 5.931 -2.704  0.50
107 H -4.916 3.346 2.802  0.44
108 H 3.415 0.785 2.269  0.36
109 H 5.112 -3.415 -2.875  0.49
110 H -3.530 1.329 2.562  0.44
111 H -2.084 -1.791 -2.201  0.26
112 H -5.420 0.045 -0.213  0.50
113 H -6.943 -0.973 -1.846  0.46

total charge	+2
E_HOMO (spin up / spin down)	-0.4894 / -0.4913	Ha
2S+1	2
<S²>	0.7627
gap between HOMO and LUMO (spin up / spin down)	7.606 / 5.761	eV
electronic energy	-6629.863021	Eh
largest force on an atom	0.0302	Eh/bohr
ΔE to the lowest compared entry with this formula, charge and spin	43.4	kcal/mol
lowest unoccupied orbital energy (spin up / spin down)	-5.711 / -7.607	eV